(1)
The following is a DFT calculation (wB97M-V/def2-TZVPD) of an isolated molecule of C21H22N2O5 in a non-equilibrium geometry.

Positions of all 50 atoms, in Å:
H -5.45 -1.28 1.29
H -5.62 2.33 -0.99
C 3.72 2.63 -0.66
H 2.81 -2.70 1.59
H 5.34 4.88 -0.06
H -1.12 1.12 -2.54
H 3.03 1.51 -2.33
O -7.02 0.76 0.38
C 1.40 1.80 0.61
H -0.79 2.12 -1.11
O 2.91 -5.62 0.60
C -5.04 1.50 -0.61
H -3.06 -1.48 0.79
C 1.65 1.40 -0.70
C 2.81 1.82 -1.32
C -3.63 -0.65 0.40
H 5.99 4.85 1.60
C -5.70 0.55 0.18
H -7.74 -1.15 0.71
H -3.22 2.13 -1.49
N 0.42 -0.71 -0.62
C 3.48 3.03 0.65
N -0.86 -0.82 -0.20
C 5.51 4.26 0.83
C 2.30 2.61 1.28
H -7.36 -0.21 2.18
H 1.07 0.22 -2.38
H 4.62 2.93 -1.17
C 1.38 -1.60 -0.34
H 6.15 3.41 0.56
C -0.75 1.11 -1.51
H 0.43 -3.49 -0.14
H 0.51 1.48 1.12
C 0.94 -2.78 0.51
C -4.97 -0.53 0.68
C 2.11 -3.46 1.24
C -7.75 -0.16 1.16
H 0.20 -2.42 1.23
O 3.48 -3.92 -0.70
H 1.73 -4.01 2.09
C -1.56 0.15 -0.66
C -2.97 0.30 -0.38
H 3.30 -2.94 -0.78
C 0.66 0.51 -1.41
H 2.12 2.92 2.29
O 4.29 3.82 1.39
C -3.70 1.38 -0.88
O 2.52 -1.46 -0.76
H -8.77 0.22 1.19
C 2.87 -4.45 0.35

Calculated values
* structure (SMILES): COc1ccc(C2=NN(C(=O)CCC(=O)O)[C@H](c3ccc(OC)cc3)C2)cc1
* HOMO-LUMO gap: 8.46 eV
* energy above the lowest of the compared OMol25 structures with the same formula, charge and spin: 219.0 kJ/mol

***

(2)
The following is a DFT calculation (wB97M-V/def2-TZVPD) of a cluster of 2 separate species, C4H11NO in total in a non-equilibrium geometry.

Positions of all 17 atoms, in Å:
H -1.11 1.17 0.66
N 1.21 -1.51 -1.70
H -2.68 -0.35 2.70
H 2.28 0.88 0.23
H 0.89 1.01 -0.98
C -2.19 -0.21 1.71
H -1.10 -0.56 1.98
C 2.19 -0.78 -1.01
H 2.63 1.25 -1.59
O 3.08 -1.47 -0.58
C -2.07 1.13 0.97
H -2.64 1.34 0.13
C 1.94 0.76 -0.78
H -2.43 -0.99 1.02
H -2.37 2.01 1.63
H 1.52 -2.45 -1.81
H 0.86 -1.22 -2.58

Calculated values
* structure (SMILES): CC(N)=O.CC
* HOMO-LUMO gap: 10.63 eV
* energy above the lowest of the compared OMol25 structures with the same formula, charge and spin: 130.0 kJ/mol

***

(3)
The following is a DFT calculation (wB97M-V/def2-TZVPD) of a cluster of 6 separate species, C20H54N2O12 in total in a non-equilibrium geometry.

Positions of all 88 atoms, in Å:
C -5.17 -1.25 -2.03
C 1.23 -5.44 0.02
H -6.97 -0.52 -6.06
H 4.55 3.05 -2.46
H -0.02 4.14 8.44
H -6.09 -1.68 -1.65
H 3.22 -4.71 0.52
H 1.09 1.77 5.49
C -4.99 -1.54 -3.56
H -0.07 5.21 6.58
H 2.34 2.54 10.71
H 5.13 0.83 -2.52
H 0.50 -0.92 0.85
H 1.49 -3.67 -4.34
C 0.36 -0.26 -1.18
H -0.01 0.70 -0.82
H 0.10 2.74 7.51
H 2.32 2.41 8.47
O -5.21 2.53 -3.09
C 4.14 0.97 -2.94
O 2.01 4.26 9.60
H 1.17 -4.76 -0.83
H -3.88 1.57 -0.87
H 3.35 -7.22 -0.52
C 3.43 -3.51 -5.08
H 0.70 -6.40 -0.02
H -7.07 -2.17 -5.29
H 2.69 -6.31 1.23
C 0.80 2.65 4.91
C -4.07 0.91 -1.73
O 0.90 2.60 3.52
H -4.27 3.89 -4.50
C 2.42 -3.32 -3.91
C 1.33 4.00 5.40
C 0.64 3.66 7.71
H -4.01 -1.09 -3.74
H -5.67 4.38 -3.68
H 1.38 4.78 4.64
C 1.09 -0.97 -0.06
H -0.46 1.21 3.53
O 1.45 -2.31 -0.58
H 4.38 2.83 -4.08
O -5.89 -0.76 -4.35
H 1.08 0.68 2.88
H -3.23 2.41 -2.95
O 4.03 0.25 -4.13
C -4.10 1.75 -3.00
H -3.13 0.37 -1.71
H -5.86 3.10 -4.93
H 1.98 -1.97 -2.63
C 2.72 -5.67 0.35
H -5.89 0.57 -2.16
H 2.41 3.88 5.53
C 3.90 2.52 -3.15
C 0.35 1.49 2.86
H 2.80 -3.96 -3.11
H -5.62 -1.60 -6.11
O 4.46 -4.54 -5.05
H 1.09 0.05 -1.94
O 0.59 -4.85 1.00
H 2.02 2.19 -3.38
O 3.46 -6.28 -0.64
H -0.47 -2.04 -1.69
H 0.16 -5.45 1.61
C -5.22 3.50 -4.15
H 2.77 3.99 7.77
H 3.53 0.47 -2.18
H 3.21 -0.25 -4.09
O 2.48 -1.93 -3.45
H -3.84 1.16 -3.88
O 2.54 2.94 -3.06
C -6.46 -1.29 -5.47
H -4.42 -1.78 -1.43
H 4.13 -2.67 -5.13
H 5.30 -4.33 -4.63
N 0.69 4.55 6.57
H -4.97 -2.59 -3.85
H 1.99 -0.42 0.23
H 2.96 -3.58 -6.06
H -0.24 2.54 5.23
C 1.83 3.50 10.80
H 2.21 4.04 11.67
H 1.34 -2.90 0.17
O -0.73 -1.11 -1.65
H 0.06 1.66 1.82
N -5.19 0.15 -1.56
H 0.81 3.21 11.06
C 2.04 3.46 8.39

Calculated values
* structure (SMILES): COCCNCCOC.COCCNCCOC.OCCO.OCCO.OCCO.OCCO
* HOMO-LUMO gap: 8.54 eV
* energy above the lowest of the compared OMol25 structures with the same formula, charge and spin: 324.0 kJ/mol

***

(4)
The following is a DFT calculation (wB97M-V/def2-TZVPD) of a cluster of 2 separate species, C3H7NO in total in a non-equilibrium geometry.

Positions of all 12 atoms, in Å:
H 1.16 4.71 0.55
H 1.59 -6.67 -1.83
N 0.37 4.52 1.14
C 1.21 -6.99 -0.92
H 0.37 4.69 2.07
H -0.31 -6.88 0.52
C 0.17 -6.36 -0.29
H 1.56 -7.99 -0.71
H -0.22 -5.37 -0.39
C -0.90 4.39 0.55
H -1.90 4.38 1.13
O -0.97 4.41 -0.66

Calculated values
* structure (SMILES): NC=O.C=C
* HOMO-LUMO gap: 11.04 eV
* energy above the lowest of the compared OMol25 structures with the same formula, charge and spin: 202.9 kJ/mol

***

(5)
The following is a DFT calculation (wB97M-V/def2-TZVPD) of a cluster of 14 separate species, C4H35NO16 in total in a non-equilibrium geometry.

Positions of all 56 atoms, in Å:
O 3.48 2.31 -2.20
H 0.66 2.50 -0.13
O -0.34 2.67 -3.88
H 1.18 1.77 -2.64
C 0.61 0.53 -1.12
C 0.21 1.54 0.00
H -1.83 -2.17 -2.78
H -3.14 -0.10 -1.94
H -1.83 1.74 -2.19
O -1.43 1.97 2.89
H -0.95 2.39 3.61
O -2.70 -0.42 0.99
O 1.79 -1.71 2.95
H -1.01 0.20 3.13
C 2.95 1.30 -1.81
H 2.19 -4.12 2.41
H 0.51 1.02 0.91
H 1.77 -3.69 0.99
H -0.66 2.05 -4.52
H 0.96 -1.96 -3.52
H -4.52 -0.88 -1.68
O 1.04 3.23 3.46
H 1.62 -1.32 3.81
H 2.08 -0.63 -0.08
H 0.98 -1.63 -1.11
H -0.58 -0.81 0.62
O -0.60 -0.65 3.38
H -2.78 1.64 -3.44
O 3.62 -0.05 1.95
H 3.44 0.49 -1.26
O 2.48 -4.10 1.50
H -2.28 0.44 0.90
H -2.82 -1.94 2.25
H 0.33 3.28 -4.17
O 0.34 -1.10 0.73
N 1.61 1.08 -2.04
H -1.60 2.35 0.33
H -3.06 -0.58 0.09
H 4.41 -0.49 2.30
H 0.94 -1.60 2.48
H -0.24 0.28 -1.73
H -1.40 -1.23 3.37
H -1.67 -2.64 1.71
H 1.56 2.48 3.15
H -1.32 -2.91 -3.92
O -1.23 1.58 -0.11
C 1.10 -0.77 -0.48
O -1.13 -2.11 -3.43
O -2.38 1.15 -2.72
O -3.57 -0.90 -1.55
H 2.83 -0.56 2.17
H 1.74 -0.65 -3.19
O -2.28 -2.72 2.45
H -2.34 2.00 3.19
H 1.44 4.06 3.26
O 1.83 -1.60 -3.37

Calculated values
* HOMO-LUMO gap: 9.42 eV
* energy above the lowest of the compared OMol25 structures with the same formula, charge and spin: 327.6 kJ/mol

***

(6)
The following is a DFT calculation (wB97M-V/def2-TZVPD) of a structure of composition C28H56P2ReSi in a non-equilibrium geometry.

Positions of all 88 atoms, in Å:
C 0.34 -1.51 -3.40
H 3.80 1.34 1.29
C 0.60 -0.22 1.49
C 1.36 -3.52 1.02
C 2.04 3.60 2.07
H 1.88 -2.84 1.72
H 3.12 0.10 -2.69
H 1.56 -0.51 1.03
C -3.64 -1.77 -0.92
C -0.48 -3.93 -1.00
P 2.05 2.81 0.42
H 3.09 -1.36 3.36
Re -0.90 -0.24 -0.22
C -2.07 1.56 -0.06
H 2.28 1.19 -3.81
C 2.35 -2.53 -1.23
H -0.04 2.09 -4.27
C 0.01 1.35 -2.22
C 2.12 0.34 -3.11
C 2.39 -0.78 3.98
H -2.83 1.88 2.94
H -4.00 -1.49 2.22
H -0.06 0.95 4.93
H -3.33 -1.89 -1.96
H -1.38 2.62 2.28
H -3.35 -2.68 -0.39
H 1.60 0.73 -0.97
H -1.76 -1.51 -3.08
H -4.73 -1.66 -0.90
H 0.51 -2.52 -3.03
H 3.84 1.45 -0.50
H -3.46 0.44 -2.97
H 2.36 -2.51 -2.33
C -2.91 -1.42 2.11
H 2.40 -1.57 -4.01
H 2.92 -3.43 -0.91
H 0.93 -3.43 3.62
H -1.47 3.27 -1.27
C -3.53 1.15 -2.14
C -2.76 0.69 -0.97
H -4.61 1.24 -1.87
C 1.59 -0.83 -3.95
C -1.15 0.25 -4.27
H 1.44 4.90 -0.62
H 2.91 -1.65 -0.86
C 3.69 2.02 0.43
H 0.71 0.88 1.66
H 2.71 0.27 3.97
H 0.58 -4.10 1.53
H -1.02 -4.31 -0.11
C 0.06 -2.74 3.66
H -1.48 -0.10 4.62
H -1.19 -3.57 -1.76
H 2.47 2.91 2.83
C -0.89 -0.99 -3.47
H -1.26 1.12 3.18
H 1.00 3.86 2.36
C 1.21 0.75 -2.00
H -0.38 -2.85 4.67
H -0.17 2.17 -1.51
H -2.20 0.33 -4.55
H -0.69 -3.09 2.94
H 2.65 4.52 2.00
H -3.20 2.13 -2.49
C -2.98 -0.57 -0.33
H 4.44 2.82 0.49
Si 0.59 -0.94 3.35
H -2.50 -1.13 3.09
H -0.58 0.22 -5.22
C 2.28 4.19 -0.74
C -2.57 -0.43 1.03
C -0.68 1.55 -3.54
H 0.12 -4.75 -1.41
H -0.92 3.37 0.43
H -0.22 -0.62 5.73
H 1.40 -0.47 -4.98
H -1.57 2.20 -3.38
H 3.23 4.66 -0.49
C -1.75 3.04 -0.24
P 0.67 -2.59 -0.41
H -2.64 3.66 -0.03
H 2.49 -1.13 5.02
H 2.30 3.80 -1.77
C -2.05 0.90 1.20
H -2.55 -2.43 1.86
H 2.11 -4.24 0.63
C -1.86 1.66 2.46
C -0.39 -0.09 4.77

Calculated values
* charge: +2
* HOMO-LUMO gap (alpha / beta): 7.27 / 5.36 eV
* 2S+1: 4
* energy above the lowest of the compared OMol25 structures with the same formula, charge and spin: 166.6 kJ/mol